This record from the Open Molecules 2025 dataset describes a single C3H9N5 molecule in a non-equilibrium geometry. The level of theory is the ωB97M-V functional and the def2-TZVPD basis.

Computed properties:
SMILES ... [H]/N=C/N(N)C/C=N\N
HOMO energy ... -8.355 eV
Relative energy (zero: lowest compared OMol25 entry of this formula, charge and spin) ... 3.0305 eV
Total charge ... 0
DFT total energy ... -10705.0176 eV

Last column: Löwdin charge in e.
Element x y z (Å)
H  0.37  2.90  -0.24  0.051
N  0.17  1.95  0.12  0.049
C  1.10  1.10  -0.18  -0.268
N  1.11  -0.20  0.25  -0.206
N  2.13  -1.06  -0.32  0.067
C  -0.07  -0.81  0.86  -0.151
C  -1.11  -1.31  -0.14  -0.175
N  -2.15  -0.70  -0.52  -0.067
N  -2.48  0.47  0.06  -0.011
H  2.02  1.30  -0.82  0.136
H  2.03  -0.98  -1.32  0.066
H  3.04  -0.66  -0.06  0.084
H  -0.49  -0.08  1.54  0.098
H  0.27  -1.62  1.57  0.127
H  -0.93  -2.27  -0.53  0.077
H  -1.72  1.17  0.14  0.045
H  -3.31  0.79  -0.42  0.078

---

This record from the Open Molecules 2025 dataset describes a molecular structure, C6H11O2Ti in a non-equilibrium geometry. The level of theory is the ωB97M-V functional and the def2-TZVPD basis.

Computed properties:
HOMO energy ... -12.606 eV
Total charge ... +1
DFT total energy ... -33601.9966 eV

Last column: Löwdin charge in e.
Element x y z (Å)
C  1.97  -0.49  -0.37  -0.113
C  1.62  0.98  -0.11  -0.215
C  0.29  1.13  0.64  -0.186
C  -0.93  0.82  -0.25  -0.156
C  -2.04  -0.02  0.46  -0.064
C  -1.71  -1.47  0.20  -0.604
O  -1.11  -2.20  1.02  0.043
O  -1.87  -1.92  -1.05  -0.127
H  1.76  -0.79  -1.42  0.058
H  1.44  -1.11  0.38  0.068
H  3.02  -0.71  -0.21  0.101
H  1.60  1.54  -1.04  0.122
H  2.43  1.40  0.48  0.121
H  0.20  2.14  1.04  0.123
H  0.32  0.46  1.50  0.118
H  -0.61  0.28  -1.16  0.089
H  -1.37  1.75  -0.62  0.126
H  -3.04  0.23  0.11  0.134
H  -2.00  0.15  1.54  0.130
Ti  0.01  -2.19  -1.13  1.232

---

This record from the Open Molecules 2025 dataset describes a molecular structure, C45H49N6O9SW. The level of theory is the ωB97M-V functional and the def2-TZVPD basis.

Computed properties:
<S²> ... 2.012
HOMO energy (alpha / beta) ... -9.260 / -9.960 eV
2S+1 ... 3
Total charge ... +1
DFT total energy ... -87487.3353 eV

Last column: Löwdin charge in e.
Element x y z (Å)
W  -0.05  0.75  -0.09  1.570
C  -2.54  6.36  -2.40  -0.066
C  -1.29  6.20  -1.56  -0.199
N  -0.53  5.00  -1.94  -0.114
C  0.54  5.20  -2.92  -0.241
C  1.88  5.48  -2.26  -0.066
C  -0.81  3.81  -1.41  -0.612
S  0.14  2.46  -1.92  0.809
N  -1.85  3.82  -0.54  0.130
C  -2.36  2.73  -0.06  -0.426
O  -1.91  1.54  -0.20  -0.222
C  -3.60  2.84  0.76  -0.147
C  -4.20  1.68  1.25  -0.026
C  -5.34  1.78  2.04  -0.068
C  -5.88  3.02  2.34  -0.073
C  -5.28  4.18  1.84  -0.066
C  -4.14  4.09  1.05  -0.016
H  -3.06  7.29  -2.14  0.080
H  -3.22  5.53  -2.23  0.071
H  -2.30  6.40  -3.47  0.076
H  -1.53  6.15  -0.51  0.106
H  -0.61  7.05  -1.71  0.119
H  0.24  6.05  -3.54  0.121
H  0.61  4.34  -3.58  0.079
H  1.81  6.34  -1.59  0.078
H  2.64  5.70  -3.02  0.083
H  2.21  4.61  -1.68  0.054
H  -3.77  0.72  1.01  0.114
H  -5.81  0.88  2.41  0.107
H  -6.77  3.10  2.95  0.107
H  -5.70  5.15  2.07  0.108
H  -3.66  4.97  0.66  0.106
C  1.27  -3.76  -6.15  -0.047
O  0.84  -4.08  -4.83  -0.101
C  1.84  -4.39  -3.95  -0.244
C  2.65  -5.50  -4.12  -0.001
C  3.60  -5.81  -3.15  -0.073
C  3.71  -5.04  -2.01  -0.077
C  2.88  -3.94  -1.83  -0.020
C  1.96  -3.59  -2.81  -0.148
N  1.06  -2.50  -2.72  0.172
C  1.18  -1.40  -1.94  -0.328
N  2.42  -0.98  -1.67  0.177
C  2.87  0.16  -0.97  -0.166
C  2.06  1.07  -0.33  -0.299
C  2.68  2.18  0.28  -0.150
C  4.05  2.34  0.26  -0.079
C  4.86  1.40  -0.38  -0.019
C  4.27  0.32  -0.99  -0.221
O  4.95  -0.67  -1.65  -0.100
C  6.36  -0.53  -1.79  -0.058
N  0.10  -0.74  -1.56  -0.036
C  -1.18  -1.36  -1.76  -0.232
C  -2.11  -0.73  -2.57  -0.024
C  -3.39  -1.25  -2.71  -0.074
C  -3.73  -2.40  -2.03  -0.068
C  -2.81  -3.04  -1.21  -0.003
C  -1.53  -2.52  -1.06  -0.239
O  -0.57  -3.07  -0.28  -0.085
C  -0.89  -4.25  0.44  -0.048
H  0.38  -3.55  -6.73  0.094
H  1.80  -4.60  -6.60  0.084
H  1.92  -2.88  -6.15  0.098
H  2.53  -6.12  -5.00  0.123
H  4.24  -6.68  -3.29  0.108
H  4.43  -5.29  -1.24  0.107
H  2.94  -3.36  -0.91  0.119
H  0.16  -2.65  -3.14  0.152
H  3.16  -1.49  -2.12  0.132
H  2.07  2.92  0.77  0.090
H  4.50  3.20  0.73  0.106
H  5.93  1.53  -0.39  0.106
H  6.69  -1.37  -2.38  0.095
H  6.84  -0.55  -0.81  0.098
H  6.61  0.40  -2.30  0.099
H  -1.81  0.18  -3.08  0.107
H  -4.11  -0.75  -3.35  0.107
H  -4.73  -2.82  -2.13  0.109
H  -3.10  -3.94  -0.68  0.107
H  -0.01  -4.50  1.02  0.098
H  -1.12  -5.07  -0.24  0.102
H  -1.73  -4.09  1.12  0.094
O  -1.26  -0.56  1.36  -0.060
C  -0.18  -1.06  1.80  -0.584
O  0.89  -0.71  1.21  -0.076
C  -0.15  -1.94  2.98  -0.151
C  1.07  -2.41  3.46  -0.007
C  1.12  -3.24  4.59  0.036
C  -0.08  -3.56  5.17  -0.210
O  -0.29  -4.33  6.27  0.050
C  -1.71  -4.45  6.42  -0.099
O  -2.30  -3.55  5.47  0.041
C  -1.29  -3.09  4.69  -0.205
C  -1.37  -2.28  3.59  0.072
H  1.97  -2.12  2.95  0.125
H  2.06  -3.61  4.98  0.127
H  -1.99  -4.16  7.42  0.140
H  -2.01  -5.47  6.19  0.140
H  -2.31  -1.91  3.21  0.139
C  1.11  1.46  4.21  0.009
N  -0.31  1.63  3.93  -0.134
C  -1.24  1.49  5.05  -0.008
C  -0.75  1.82  2.71  -0.251
O  0.01  1.94  1.73  -0.138
H  1.48  2.33  4.77  0.103
H  1.65  1.37  3.28  0.090
H  1.25  0.57  4.81  0.096
H  -1.15  0.50  5.48  0.093
H  -2.26  1.63  4.69  0.096
H  -1.02  2.24  5.81  0.100
H  -1.84  1.85  2.59  0.141

---

This record from the Open Molecules 2025 dataset describes a molecular structure, C48H62ClF4KN4O10P2S in a non-equilibrium geometry. The level of theory is the ωB97M-V functional and the def2-TZVPD basis.

Computed properties:
HOMO energy ... -1.188 eV
Total charge ... -2
DFT total energy ... -146355.2999 eV

Last column: Löwdin charge in e.
Element x y z (Å)
K  -0.40  -0.35  0.35  0.829
C  -0.76  0.94  -4.24  -0.087
C  -2.28  0.98  -4.17  -0.260
N  -2.84  -0.16  -3.48  -0.171
C  -2.35  -1.46  -3.90  -0.255
C  -2.70  -1.88  -5.34  -0.089
C  -4.27  -0.12  -3.32  -0.214
C  -4.85  1.16  -2.72  -0.280
N  -4.22  1.49  -1.47  0.051
C  -4.86  2.15  -0.54  -0.226
C  -4.18  2.45  0.70  -0.170
F  -2.86  2.17  0.78  0.066
C  -4.79  3.01  1.78  -0.248
F  -4.06  3.23  2.90  0.049
C  -6.12  3.41  1.79  -0.010
C  -6.79  3.23  0.59  -0.270
F  -8.08  3.65  0.50  0.034
C  -6.21  2.66  -0.52  -0.151
F  -6.99  2.62  -1.65  0.011
H  -0.37  1.92  -4.52  0.068
H  -0.39  0.22  -4.97  0.062
H  -0.35  0.67  -3.26  0.057
H  -2.70  1.10  -5.19  0.107
H  -2.57  1.86  -3.59  0.103
H  -2.76  -2.20  -3.21  0.108
H  -1.27  -1.49  -3.77  0.082
H  -3.79  -1.92  -5.49  0.054
H  -2.30  -2.87  -5.55  0.059
H  -2.29  -1.18  -6.07  0.058
H  -4.54  -0.95  -2.65  0.115
H  -4.80  -0.27  -4.28  0.104
H  -5.93  0.96  -2.64  0.099
H  -4.74  1.98  -3.45  0.102
H  -6.60  3.83  2.66  0.102
C  -1.62  5.99  6.71  -0.069
C  -1.12  4.79  5.96  -0.289
C  -0.01  4.07  6.40  -0.060
C  0.48  3.00  5.67  -0.067
C  -0.13  2.64  4.49  -0.260
C  -1.25  3.32  4.04  -0.036
C  -1.74  4.39  4.77  -0.037
S  0.65  1.47  3.37  0.587
O  1.75  0.87  4.13  -0.340
O  1.04  2.35  2.29  -0.316
N  -0.45  0.45  2.88  -0.164
C  -1.08  -0.35  3.80  -0.258
C  -0.75  -0.46  5.15  -0.039
C  -1.46  -1.30  6.02  -0.104
C  -2.52  -2.06  5.59  -0.086
C  -2.91  -1.98  4.24  -0.170
C  -4.00  -2.70  3.72  -0.039
C  -4.36  -2.56  2.40  -0.063
C  -3.60  -1.69  1.59  -0.136
N  -2.56  -1.03  2.03  0.098
C  -2.20  -1.14  3.33  -0.147
H  -1.08  6.12  7.65  0.063
H  -2.69  5.90  6.94  0.073
H  -1.48  6.90  6.12  0.074
H  0.48  4.36  7.33  0.097
H  1.35  2.44  5.99  0.103
H  -1.73  3.01  3.11  0.105
H  -2.62  4.93  4.42  0.110
H  0.09  0.10  5.53  0.078
H  -1.16  -1.36  7.06  0.092
H  -3.07  -2.70  6.27  0.092
H  -4.56  -3.35  4.38  0.103
H  -5.21  -3.09  1.99  0.092
H  -3.84  -1.55  0.54  0.112
Cl  0.19  -8.25  0.72  0.565
C  0.52  -6.54  0.56  -0.694
C  1.80  -6.05  0.86  -0.134
C  2.07  -4.71  0.76  -0.017
C  1.08  -3.74  0.36  -0.380
O  1.38  -2.52  0.26  -0.102
C  -0.22  -4.29  0.06  -0.136
C  -1.32  -3.47  -0.43  -0.232
O  -1.39  -2.26  -0.49  -0.115
C  -0.47  -5.67  0.17  -0.095
H  2.57  -6.75  1.15  0.092
H  3.06  -4.34  0.98  0.100
H  -2.18  -4.08  -0.80  0.123
H  -1.46  -6.04  -0.05  0.105
C  4.31  -0.98  2.77  -0.029
C  4.29  0.45  2.24  -0.416
C  5.54  0.79  1.44  -0.044
O  3.06  0.63  1.54  -0.174
P  2.63  0.76  0.04  0.482
O  1.19  0.97  -0.16  -0.419
C  3.26  -0.71  -0.80  -0.195
P  2.14  -1.08  -2.17  0.544
O  0.69  -0.96  -2.14  -0.254
O  2.67  -0.14  -3.39  -0.180
C  3.99  -0.20  -3.92  -0.470
C  4.75  1.09  -3.67  -0.041
C  3.87  -0.47  -5.42  -0.044
O  2.75  -2.52  -2.58  -0.189
C  2.15  -3.23  -3.68  -0.451
C  3.25  -4.11  -4.26  -0.048
C  0.96  -4.05  -3.21  -0.023
O  3.52  1.95  -0.61  -0.210
C  2.95  3.30  -0.54  -0.423
C  2.10  3.58  -1.76  -0.032
C  4.13  4.25  -0.44  -0.050
H  5.24  -1.18  3.31  0.079
H  4.21  -1.69  1.94  0.074
H  3.46  -1.11  3.44  0.082
H  4.21  1.12  3.09  0.138
H  5.66  0.11  0.59  0.074
H  6.41  0.71  2.08  0.081
H  5.48  1.81  1.05  0.063
H  3.17  -1.55  -0.12  0.056
H  4.27  -0.59  -1.17  0.073
H  4.53  -1.04  -3.46  0.127
H  4.30  1.90  -4.26  0.083
H  5.80  0.98  -3.96  0.081
H  4.69  1.37  -2.62  0.057
H  3.29  0.33  -5.88  0.088
H  3.35  -1.42  -5.59  0.061
H  4.86  -0.51  -5.88  0.080
H  1.82  -2.51  -4.43  0.128
H  3.59  -4.80  -3.49  0.087
H  4.10  -3.51  -4.60  0.067
H  2.86  -4.69  -5.10  0.081
H  1.26  -4.71  -2.40  0.087
H  0.56  -4.64  -4.04  0.086
H  0.19  -3.38  -2.83  0.067
H  2.33  3.37  0.36  0.128
H  2.69  3.47  -2.68  0.076
H  1.71  4.60  -1.71  0.085
H  1.26  2.89  -1.80  0.076
H  4.80  4.09  -1.29  0.079
H  4.69  4.08  0.48  0.072
H  3.77  5.28  -0.45  0.080

---

This record from the Open Molecules 2025 dataset describes a molecular structure, C42H58FeN7O6 in a non-equilibrium geometry. The level of theory is the ωB97M-V functional and the def2-TZVPD basis.

Computed properties:
<S²> ... 8.773
HOMO energy (alpha / beta) ... -7.489 / -8.056 eV
2S+1 ... 6
Relative energy (zero: lowest compared OMol25 entry of this formula, charge and spin) ... 0.2666 eV
Total charge ... 0
DFT total energy ... -101602.4440 eV

Last column: Löwdin charge in e.
Element x y z (Å)
Fe  -0.72  0.87  1.12  0.966
C  -2.00  -1.05  2.86  -0.057
C  -2.27  -1.92  1.79  -0.068
C  -0.98  -2.61  1.45  -0.100
C  -0.11  -2.23  2.41  -0.010
C  -0.74  -1.30  3.36  -0.155
C  -0.20  -0.88  4.67  -0.574
C  -1.15  0.00  5.44  -0.049
C  1.11  -0.10  4.54  -0.042
C  0.06  -2.11  5.48  -0.041
C  -0.64  -3.61  0.37  -0.526
C  -0.88  -3.06  -1.04  -0.040
C  0.84  -3.96  0.41  -0.069
C  -1.39  -4.94  0.57  -0.034
C  -3.72  -2.15  1.41  -0.481
C  -4.25  -3.23  2.44  -0.016
C  -4.00  -2.68  -0.02  -0.049
C  -4.51  -0.82  1.52  -0.043
H  -2.71  -0.44  3.38  0.095
H  0.92  -2.51  2.50  0.102
H  -1.44  0.90  4.91  0.073
H  -0.69  0.31  6.38  0.093
H  -2.08  -0.54  5.66  0.097
H  1.00  0.79  3.92  0.078
H  1.90  -0.76  4.16  0.079
H  1.45  0.22  5.53  0.095
H  -0.82  -2.73  5.46  0.088
H  0.26  -1.89  6.52  0.088
H  0.90  -2.68  5.08  0.089
H  -0.20  -2.19  -1.22  0.084
H  -1.87  -2.70  -1.24  0.050
H  -0.60  -3.81  -1.79  0.093
H  1.48  -3.08  0.21  0.092
H  1.05  -4.72  -0.32  0.080
H  1.15  -4.35  1.38  0.082
H  -2.46  -4.82  0.54  0.041
H  -1.10  -5.39  1.52  0.094
H  -1.08  -5.61  -0.26  0.094
H  -3.73  -4.19  2.35  0.077
H  -5.32  -3.38  2.22  0.082
H  -4.13  -2.86  3.47  0.083
H  -3.49  -3.61  -0.25  0.049
H  -3.67  -1.92  -0.72  0.063
H  -5.08  -2.83  -0.16  0.091
H  -4.55  -0.43  2.54  0.078
H  -5.54  -0.92  1.16  0.088
H  -4.03  -0.03  0.90  0.074
N  1.73  0.14  1.45  0.075
C  2.46  1.40  1.25  -0.272
C  3.75  1.60  2.10  -0.130
C  5.02  1.23  1.34  -0.184
C  5.31  2.22  0.22  -0.156
N  4.79  1.90  -1.11  0.090
C  3.99  2.70  -1.83  -0.484
N  3.24  3.61  -1.29  0.226
N  3.99  2.58  -3.18  0.203
C  1.54  2.62  1.39  -0.564
O  1.93  3.71  0.88  -0.017
O  0.42  2.45  1.95  -0.055
H  1.83  -0.18  2.40  0.018
H  1.97  -0.55  0.77  0.076
H  2.75  1.35  0.20  0.095
H  3.72  1.06  3.05  0.109
H  3.79  2.67  2.37  0.122
H  4.96  0.19  0.93  0.128
H  5.88  1.21  2.01  0.109
H  6.37  2.39  0.12  0.112
H  4.90  3.20  0.55  0.137
H  5.19  1.13  -1.62  0.148
H  2.87  3.62  -0.29  0.057
H  2.66  4.12  -1.94  0.113
H  4.52  1.85  -3.57  0.099
H  3.13  2.80  -3.66  0.095
O  -2.61  2.93  -1.38  0.010
C  -2.90  2.96  -0.17  -0.469
C  -4.04  3.80  0.43  -0.079
C  -3.95  3.49  1.93  -0.083
C  -2.80  2.51  2.04  -0.528
O  -2.40  2.01  3.07  0.029
N  -2.29  2.26  0.81  0.069
H  -4.99  3.44  -0.02  0.121
H  -3.95  4.84  0.14  0.110
H  -4.86  3.02  2.34  0.123
H  -3.70  4.37  2.53  0.122
O  -2.10  -0.10  -0.56  0.018
C  -1.16  0.18  -1.30  -0.587
N  -1.19  0.29  -2.66  0.181
C  0.15  0.47  -3.20  -0.264
C  0.93  0.55  -1.86  -0.410
O  2.14  0.77  -1.82  0.029
N  0.10  0.35  -0.84  0.141
C  0.30  1.79  -3.92  -0.139
C  0.58  1.81  -5.27  -0.019
C  0.85  3.00  -5.93  -0.081
C  0.84  4.17  -5.22  -0.090
C  0.52  4.16  -3.85  -0.074
C  0.27  2.97  -3.18  -0.024
C  0.63  -0.74  -3.95  -0.160
C  1.94  -0.86  -4.40  -0.041
C  2.37  -2.01  -5.03  -0.076
C  1.47  -3.05  -5.28  -0.080
C  0.14  -2.90  -4.90  -0.073
C  -0.25  -1.76  -4.23  -0.042
H  -2.01  0.59  -3.14  0.164
H  0.58  0.88  -5.83  0.120
H  1.02  3.03  -6.98  0.095
H  1.07  5.13  -5.69  0.103
H  0.48  5.11  -3.30  0.115
H  0.05  2.97  -2.13  0.118
H  2.63  -0.07  -4.15  0.099
H  3.41  -2.11  -5.38  0.107
H  1.85  -3.94  -5.75  0.096
H  -0.57  -3.67  -5.13  0.100
H  -1.28  -1.71  -3.92  0.115

---

This record from the Open Molecules 2025 dataset describes 5 unconnected molecules or ions with the total composition C2H13NO4 in a non-equilibrium geometry. The level of theory is the ωB97M-V functional and the def2-TZVPD basis.

Computed properties:
SMILES ... C=CN.O.O.O.O
HOMO energy ... -8.365 eV
Relative energy (zero: lowest compared OMol25 entry of this formula, charge and spin) ... 3.0738 eV
Total charge ... 0
DFT total energy ... -11962.3927 eV

Last column: Löwdin charge in e.
Element x y z (Å)
C  0.57  1.43  -1.57  -0.071
C  1.35  0.57  -2.21  -0.296
N  2.68  0.55  -1.95  0.002
H  0.74  2.15  -0.75  0.065
H  -0.44  1.63  -1.66  0.015
H  1.27  -0.18  -3.11  0.155
H  3.21  1.19  -1.41  0.068
H  3.36  -0.13  -2.44  0.134
O  -2.78  -1.21  -0.06  -0.029
H  -3.71  -1.40  -0.10  0.054
H  -2.47  -1.50  0.76  -0.001
O  -1.48  1.06  3.73  -0.136
H  -0.56  1.07  4.05  0.018
H  -1.62  0.23  3.07  0.100
O  0.76  0.32  1.49  -0.079
H  1.58  0.74  1.60  -0.004
H  0.54  0.47  0.50  0.041
O  -0.74  -2.63  0.00  -0.105
H  -0.86  -1.99  0.75  0.028
H  -1.39  -2.37  -0.70  0.040

---

> Look up the DFT total energy of the second one.

-33601.9966 eV

---

> Among the records above, which one has the lowest DFT total energy?

C48H62ClF4KN4O10P2S